# C3H9N2

A gas-phase ion, C3H9N2 (charge +1) at a distorted geometry (ωB97M-V with the def2-TZVPD basis set, OMol25).

As for the frontier orbital gap: 9.722 eV. As for the charge: +1. The value obtained for the energy relative to the best compared isomer or geometry (same formula, charge and spin) is 1.244 eV. The calculation puts the HOMO energy at -13.413 eV. Its SMILES is C/C([NH3+])=C\N.

The geometry in XYZ format:
```
14
Properties=species:S:1:pos:R:3:forces:R:3
C -0.580075 1.378300 0.276861 -0.60 -0.74 -0.22
C 0.212847 0.119092 0.078293 0.69 0.46 0.32
N 1.698210 0.250041 0.340996 -0.30 0.86 -0.26
C -0.200848 -1.087806 -0.246298 -0.71 -0.80 -0.28
N -1.552619 -1.318954 -0.536170 -0.30 -0.26 -0.04
H -1.083594 1.305179 1.248417 0.26 0.38 -0.01
H 0.005474 2.285260 0.163493 0.06 0.09 0.16
H -1.394453 1.412306 -0.452775 0.24 0.06 0.05
H 1.884235 1.164254 0.762996 -0.08 -0.09 0.11
H 2.119575 -0.445747 0.962114 -0.18 -0.21 -0.29
H 2.163484 0.286338 -0.567557 0.36 -0.32 0.15
H 0.458185 -1.960273 -0.249482 0.14 0.28 0.12
H -1.870116 -1.136077 -1.484006 0.27 0.32 0.18
H -1.860299 -2.251916 -0.296888 0.15 -0.02 0.01
```
Positions in Å, forces in eV/Å.

---

# C3H9N2

2 unconnected molecules or ions with the total composition C3H9N2 (ωB97M-V with the def2-TZVPD basis set, OMol25).

As for the frontier orbital gap: 8.336 eV. As for the charge: +1. The value obtained for the energy relative to the best compared isomer or geometry (same formula, charge and spin) is 1.717 eV. The calculation puts the HOMO energy at -12.902 eV.

The geometry in XYZ format:
```
14
Properties=species:S:1:pos:R:3:forces:R:3
C -1.704601 0.069564 -0.217799 0.48 -0.11 -0.41
N -1.689297 0.820877 0.828596 0.00 0.14 0.14
H -1.810810 0.522312 -1.194353 -0.11 0.06 0.09
H -1.761537 -1.005423 -0.157874 -0.16 0.05 0.32
H -1.582499 0.450726 1.763220 -0.09 -0.09 -0.01
H -1.700302 1.829345 0.748856 0.02 -0.03 -0.03
C 0.563461 -0.533289 -1.146658 -0.48 0.19 -0.59
C 1.137163 -0.687170 0.052333 0.38 0.17 0.37
N 1.908058 0.242450 0.690437 -0.07 -0.08 -0.19
H 0.796900 0.303420 -1.797985 0.03 0.01 0.14
H 0.030473 -1.351723 -1.601054 0.01 -0.17 -0.01
H 0.959756 -1.575885 0.643176 0.08 -0.22 -0.06
H 2.188985 1.042293 0.142126 0.06 -0.02 -0.04
H 2.664250 -0.127495 1.246979 -0.16 0.09 0.28
```
Positions in Å, forces in eV/Å.

---

# C3H9N2

A gas-phase ion, C3H9N2 (charge +1) at a distorted geometry (ωB97M-V with the def2-TZVPD basis set, OMol25).

As for the frontier orbital gap: 12.075 eV. As for the charge: +1. The value obtained for the energy relative to the best compared isomer or geometry (same formula, charge and spin) is 1.569 eV. The calculation puts the HOMO energy at -15.189 eV. Its SMILES is C=C[NH2+]CN.

The geometry in XYZ format:
```
14
Properties=species:S:1:pos:R:3:forces:R:3
C -1.914674 1.148701 1.103201 0.38 -0.66 -0.02
C -0.901822 0.916488 0.284558 -0.92 0.37 0.17
N -0.060189 -0.261113 0.430124 1.96 -0.01 -0.35
C 0.561440 -0.879430 -0.873816 -0.43 -0.12 0.30
N 1.957755 -0.625609 -0.815526 -0.36 0.17 -0.50
H -2.657364 1.913663 0.939332 0.34 0.36 0.08
H -2.025430 0.519099 1.980743 -0.40 -0.14 -0.17
H -0.559846 1.598695 -0.480469 -0.14 -0.22 -0.30
H 0.840798 0.040722 0.830972 -0.22 -0.09 0.44
H -0.415734 -1.028615 0.981809 -0.61 0.13 0.48
H 0.345778 -1.943612 -0.871584 -0.37 -0.01 0.18
H 0.013207 -0.397803 -1.673956 0.26 0.04 -0.29
H 2.263102 -0.215521 -1.681335 0.40 0.30 -0.06
H 2.499235 -1.457424 -0.643236 0.12 -0.12 0.05
```
Positions in Å, forces in eV/Å.

---

# C3H9N2O

2 unconnected molecules or ions with the total composition C3H9N2O (ωB97M-V with the def2-TZVPD basis set, OMol25).

As for the frontier orbital gap: 7.407 eV. As for the charge: -1. The value obtained for the energy relative to the best compared isomer or geometry (same formula, charge and spin) is 0.000 eV. The calculation puts the HOMO energy at -2.942 eV.

The geometry in XYZ format:
```
15
Properties=species:S:1:pos:R:3:forces:R:3
N 0.213202 -0.066038 2.185085 0.02 -0.09 -0.15
C -0.455549 1.029062 1.918776 -0.08 -0.18 -0.28
N -0.741623 1.466626 0.697004 0.07 -0.06 0.15
H 0.249582 -0.198183 3.187916 0.02 0.07 0.14
H -0.785565 0.399605 -0.736144 -0.07 -0.21 -0.43
H -0.837190 1.632424 2.764101 0.01 0.10 0.10
H -1.263631 2.331246 0.782720 -0.03 0.01 -0.10
C 0.076105 -1.277734 -1.326171 -0.64 0.51 -0.31
O -0.831003 -0.201703 -1.556184 0.34 0.09 0.50
C 1.515588 -0.801299 -1.355752 0.35 0.15 0.07
H -0.116827 -1.990400 -2.138101 0.10 -0.15 0.16
H -0.165755 -1.740812 -0.366990 0.20 -0.12 0.07
H 2.229915 -1.521434 -0.946879 -0.13 -0.20 -0.04
H 1.593945 0.085863 -0.730996 -0.03 0.10 0.07
H 1.843090 -0.540471 -2.368331 -0.15 0.01 0.04
```
Positions in Å, forces in eV/Å.

---

# C3H9N2O

A gas-phase ion, C3H9N2O (charge -1) at a distorted geometry (ωB97M-V with the def2-TZVPD basis set, OMol25).

As for the frontier orbital gap: 6.900 eV. As for the charge: -1. The value obtained for the energy relative to the best compared isomer or geometry (same formula, charge and spin) is 1.497 eV. The calculation puts the HOMO energy at -2.459 eV. Its SMILES is NCCNC[O-].

The geometry in XYZ format:
```
15
Properties=species:S:1:pos:R:3:forces:R:3
N -2.017931 0.335446 0.934779 0.11 -0.98 -2.16
C -1.437601 0.091679 -0.483302 2.56 -0.10 1.77
C -0.300257 -1.040426 -0.473610 -0.10 -0.51 0.19
N 0.814726 -0.969160 0.518880 1.29 2.14 -0.78
C 1.486889 0.466142 0.335616 -0.67 1.79 0.60
O 1.562927 0.990107 -0.885886 0.52 -1.22 0.01
H -1.239036 0.451692 1.571634 0.10 0.15 -0.17
H -2.538512 1.196839 0.868134 0.08 0.24 0.28
H -0.935616 1.023882 -0.869442 -0.56 -0.92 0.22
H -2.153527 -0.308343 -1.193182 -0.57 0.25 0.18
H 0.137065 -1.102718 -1.485934 -0.45 0.37 0.14
H -0.766883 -2.024246 -0.265826 -0.20 0.41 -0.19
H 1.633725 -1.482880 0.143325 -1.11 -0.35 0.04
H 0.806426 1.158341 0.914393 0.03 -0.52 0.56
H 2.481196 0.498203 0.956156 -1.03 -0.76 -0.69
```
Positions in Å, forces in eV/Å.

---

# C3H9N2O

2 unconnected molecules or ions with the total composition C3H9N2O at a distorted geometry (ωB97M-V with the def2-TZVPD basis set, OMol25).

The spin multiplicity is 3. As for the frontier orbital gap (spin up / spin down): 4.685 / 6.654 eV. As for the charge: -1. The value obtained for the energy relative to the best compared isomer or geometry (same formula, charge and spin) is 0.452 eV. The calculation puts the HOMO energy (spin up / spin down) at -0.109 / -2.260 eV.

The geometry in XYZ format:
```
15
Properties=species:S:1:pos:R:3:forces:R:3
C -0.928251 0.505392 1.393590 0.81 2.44 1.81
C -1.069175 0.540000 -0.978939 1.24 -0.11 -0.18
C 1.479586 -1.160992 -0.180022 -2.00 -0.90 -0.51
N -0.329391 0.979900 0.176176 -3.28 1.02 1.27
N 1.472015 0.323230 -0.123810 0.75 -2.03 -2.24
O 1.827929 0.799542 -1.292613 0.29 -0.04 1.36
H -1.155097 1.432744 2.018595 -0.46 -0.44 -0.44
H -1.860114 -0.052558 1.382385 -0.25 -0.53 -0.46
H -0.275175 0.079827 2.181733 0.39 -0.75 -0.78
H -0.408508 -0.182775 -1.528926 -1.00 0.25 -0.02
H -2.050625 0.089746 -0.717471 0.27 0.04 -0.30
H -1.190948 1.421324 -1.627261 -0.30 -0.34 -0.23
H 0.795509 -1.814821 0.524815 1.09 1.88 -0.77
H 1.216275 -1.562698 -1.214204 0.31 0.78 1.04
H 2.475969 -1.397861 -0.014047 2.11 -1.25 0.46
```
Positions in Å, forces in eV/Å.

---

# C3H9N2O

A gas-phase ion, C3H9N2O (charge +1) at a distorted geometry (ωB97M-V with the def2-TZVPD basis set, OMol25).

As for the frontier orbital gap: 12.034 eV. As for the charge: +1. The value obtained for the energy relative to the best compared isomer or geometry (same formula, charge and spin) is 1.777 eV. The calculation puts the HOMO energy at -15.130 eV. Its SMILES is CNC(=[NH2+])CO.

The geometry in XYZ format:
```
15
Properties=species:S:1:pos:R:3:forces:R:3
C -1.912389 -0.505942 0.389282 1.38 -2.94 1.24
N -0.673525 0.192816 0.548862 0.06 0.04 0.68
C 0.439790 -0.213736 0.031906 3.52 3.71 -0.81
N 0.643428 -1.232468 -0.733867 -3.14 -3.96 -0.84
C 1.553763 0.931331 0.213385 0.42 -1.01 1.07
O 0.969373 2.124841 -0.143768 -2.75 -0.49 1.62
H -1.553310 -1.534059 0.048587 -1.49 1.22 0.22
H -2.345286 -0.716248 1.372142 -0.26 0.37 -0.30
H -2.553851 -0.035766 -0.293203 -0.97 0.52 -0.89
H -0.573333 1.018037 1.137679 -0.44 -0.11 -0.34
H 1.390486 -1.673710 -1.277424 0.37 1.37 0.81
H -0.202881 -1.894221 -0.786269 1.83 1.25 -0.13
H 2.469645 0.896962 -0.382180 -0.06 -1.34 0.26
H 1.794555 0.886669 1.330567 -0.04 0.19 -1.32
H 1.493958 2.685800 -0.652513 1.56 1.18 -1.25
```
Positions in Å, forces in eV/Å.